Record 1
Below is a molecular structure, C11H18ClFeO3SY, with properties calculated with ωB97M-V with the def2-TZVPD basis set.

```
36
Properties=species:S:1:pos:R:3:lowdin_charge:R:1
Y -0.0668 1.0472 1.1572 0.980
Cl -0.8803 3.2980 0.6308 -0.201
C -2.1060 0.0643 0.9354 -0.349
H -2.2684 -0.5248 1.8542 -0.040
H -2.3336 -0.5785 0.0698 -0.031
H -2.7958 0.9293 0.9437 -0.055
Fe 0.5007 -0.2049 -2.6716 0.549
C 2.2271 0.4192 -3.2179 -0.334
C -0.5740 -0.1358 -4.2643 -0.316
C 0.8412 -1.9196 -2.7667 -0.271
H -1.0862 -1.0988 -4.4324 -0.022
H -1.3297 0.6626 -4.1625 -0.033
H 0.0681 0.0856 -5.1309 -0.016
H 3.0116 -0.3043 -2.9276 -0.021
H 2.2600 0.5888 -4.3110 -0.015
H 2.4321 1.3872 -2.7187 -0.034
H -0.0407 -2.6057 -2.5089 -0.035
H 1.8684 -2.2747 -2.4321 -0.041
C -0.4532 0.8796 8.1510 -0.059
C 0.0101 0.4429 6.7941 -0.278
C 0.3491 -0.8945 6.5604 -0.032
C 0.8283 -1.3009 5.3107 -0.028
C 0.9618 -0.3395 4.2923 -0.264
C 0.5788 0.9840 4.4985 -0.073
C 0.1149 1.3661 5.7556 -0.029
S 1.5464 -0.7677 2.6616 0.529
O 2.5656 -1.7585 2.7748 -0.265
O 0.3064 -1.1241 1.8651 -0.436
O 1.9753 0.5675 2.0579 -0.469
H -1.3748 0.3609 8.4505 0.085
H 0.3007 0.6680 8.9217 0.084
H -0.6525 1.9568 8.1603 0.075
H 0.2419 -1.6139 7.3717 0.116
H 1.1044 -2.3405 5.1331 0.121
H 0.7202 1.7420 3.7203 0.094
H -0.1545 2.4050 5.9203 0.115
```

Values from the calculation:
- ⟨S²⟩ = 9.03
- HOMO energy (alpha / beta) (Ha) = -0.084 / -0.171
- lowest unoccupied orbital energy (alpha / beta) (eV) = 2.140 / 1.999
- Kohn-Sham gap (alpha / beta) (eV) = 4.416 / 6.650
- charge = -1
- maximum force (eV/A) = 4.60
- spin multiplicity = 6
- electronic energy (hartree) = -2815.960121

Record 2
Below is a molecular structure, C31H48ClCrN5O3Si3, with properties calculated with ωB97M-V with the def2-TZVPD basis set.

```
92
Properties=species:S:1:pos:R:3:nbo_charge:R:1
Cr 0.1846 -0.1949 -0.2482 1.365
C 1.0507 -0.3709 4.7775 -1.128
Si 0.9478 0.5202 3.0764 1.754
C 2.7840 0.7796 2.5663 -1.106
C 0.4097 2.2914 3.5699 -1.113
C -0.2422 -0.4518 1.9257 -1.952
Si -2.0213 0.2593 2.0905 1.800
C -2.2418 2.1060 1.6142 -1.131
C -3.3292 -0.7865 1.1420 -1.113
C -2.6507 0.2090 3.9062 -1.136
Si -0.3005 -2.3395 2.1794 1.747
C -1.6201 -3.1221 3.3335 -1.126
C 1.2251 -3.4171 2.6961 -1.115
C -0.7397 -2.9028 0.4138 -0.262
C -1.3974 -4.0929 0.1458 -0.169
C -1.8488 -4.3921 -1.1291 -0.224
C -1.6146 -3.4434 -2.1189 -0.240
C -0.9399 -2.2881 -1.7917 -0.029
N -0.4909 -1.9953 -0.5606 -0.587
H 1.6221 0.2266 5.4824 0.228
H 1.5277 -1.3415 4.7085 0.218
H 0.0627 -0.5198 5.1961 0.228
H 3.1965 1.6223 3.1188 0.232
H 2.8888 1.0019 1.5095 0.235
H 3.4062 -0.0811 2.7843 0.221
H 1.1934 2.7778 4.1482 0.229
H -0.4860 2.2841 4.1801 0.226
H 0.2147 2.9023 2.6981 0.227
H -1.4078 2.4267 1.0022 0.256
H -2.2771 2.7447 2.4900 0.231
H -3.1569 2.2764 1.0529 0.217
H -2.8618 -1.4204 0.3976 0.232
H -4.0462 -0.1544 0.6250 0.222
H -3.8901 -1.4254 1.8143 0.224
H -2.1173 0.9068 4.5419 0.223
H -2.5514 -0.7745 4.3463 0.225
H -3.7033 0.4785 3.9422 0.226
H -1.3958 -2.8978 4.3704 0.236
H -1.6238 -4.2043 3.2362 0.225
H -2.6229 -2.7744 3.1277 0.232
H 1.9864 -2.8536 3.2220 0.227
H 1.6966 -3.8890 1.8401 0.234
H 0.9000 -4.2057 3.3689 0.236
H -1.5759 -4.7795 0.9589 0.210
H -2.3733 -5.3103 -1.3443 0.214
H -1.9658 -3.5967 -3.1292 0.214
H -0.7556 -1.5350 -2.5402 0.196
C 6.2228 -1.8446 -0.7201 -0.636
C 4.7693 -1.5172 -0.6143 0.038
C 4.0135 -1.8276 0.5099 -0.216
C 2.6895 -1.4507 0.5794 0.038
N 2.0320 -0.8065 -0.3946 -0.571
C 2.7547 -0.5482 -1.5014 0.062
C 4.0854 -0.8670 -1.6426 -0.248
H 6.5566 -2.4098 0.1455 0.217
H 6.8109 -0.9288 -0.7798 0.228
H 6.4296 -2.4249 -1.6185 0.223
H 4.4677 -2.3367 1.3482 0.214
H 2.1153 -1.6460 1.4635 0.226
H 2.2419 -0.0376 -2.2981 0.218
H 4.6031 -0.5891 -2.5481 0.216
O -1.6844 0.4468 -0.8198 -0.576
N -2.4446 1.0157 -1.6849 0.105
C -2.4958 2.3720 -1.8151 0.006
C -3.2766 2.9648 -2.7714 -0.231
C -4.0617 2.1898 -3.6274 -0.185
C -4.0442 0.8065 -3.4409 -0.215
C -3.2454 0.2482 -2.4823 0.005
H -1.8767 2.9298 -1.1332 0.272
H -3.2717 4.0417 -2.8459 0.237
H -4.6664 2.6323 -4.4005 0.227
H -4.6610 0.1617 -4.0498 0.234
H -3.1931 -0.8149 -2.2980 0.247
C 0.0709 3.3643 -5.1640 -0.401
N 0.1883 2.0771 -4.5396 -0.330
C 0.3566 0.8745 -5.1650 -0.086
C 0.3969 -0.0648 -4.1769 -0.098
N 0.2472 0.5395 -2.9616 -0.505
C 0.1351 1.8193 -3.2181 0.201
H 0.5660 3.3459 -6.1334 0.217
H 0.5370 4.1195 -4.5331 0.228
H -0.9801 3.6276 -5.3055 0.204
H 0.4345 0.7838 -6.2284 0.219
H 0.5471 -1.1238 -4.2676 0.217
H 0.0282 2.5933 -2.4876 0.225
Cl 0.0411 4.7025 -0.8833 -0.081
C 1.3923 4.0382 0.0464 -0.454
C 1.5493 2.5304 -0.3081 0.763
O 2.5326 2.1841 -0.9515 -0.667
O 0.6133 1.8014 0.1073 -0.805
H 1.1438 4.1671 1.1007 0.229
H 2.2804 4.6081 -0.2286 0.228
```

Values from the calculation:
- ⟨S²⟩ = 2.30
- HOMO energy (alpha / beta) (Ha) = -0.275 / -0.175
- lowest unoccupied orbital energy (alpha / beta) (eV) = -0.155 / -0.216
- Kohn-Sham gap (alpha / beta) (eV) = 7.323 / 4.558
- maximum force (eV/A) = 1.69
- spin multiplicity = 3
- electronic energy (hartree) = -4082.772224

Record 3
Below is a molecular structure, C42H71BBiN5O4P2S, with properties calculated with ωB97M-V with the def2-TZVPD basis set.

```
127
Properties=species:S:1:pos:R:3:lowdin_charge:R:1
Bi 0.6106 0.4038 -1.2605 1.225
C 4.0696 -1.9215 -2.8258 -0.103
C 3.2890 -1.4439 -4.0577 -0.694
C 3.5387 -2.4241 -5.2011 -0.106
C 3.8282 -0.0575 -4.4302 -0.114
P 1.5061 -1.2232 -3.4624 0.979
C 1.1164 -2.8593 -2.6869 -0.283
N 1.4591 -2.7802 -1.2871 -0.044
B 1.1445 -1.6434 -0.4536 -0.796
N 1.5140 -2.0850 0.8896 -0.005
C 1.5054 -1.4206 2.1617 -0.235
P 2.1511 0.3154 2.5950 1.114
C 3.9956 0.1526 2.1834 -0.597
C 4.7115 -0.7396 3.2058 -0.097
C 4.6839 1.5206 2.2382 -0.092
C 4.2176 -0.4666 0.7991 -0.089
C 1.7324 0.0673 4.4625 -0.567
C 2.4246 1.1904 5.2589 -0.084
C 0.2011 0.1394 4.6834 -0.086
C 2.1301 -1.2745 5.1117 -0.107
C 1.9606 -3.4009 0.8222 -0.173
C 2.4104 -4.2624 1.8061 -0.031
C 2.8336 -5.5462 1.4402 -0.134
C 2.7895 -5.9563 0.1188 -0.132
C 2.3257 -5.0976 -0.8819 -0.025
C 1.9235 -3.8227 -0.5288 -0.184
C 0.3323 -1.2403 -4.9323 -0.687
C 0.2261 -2.5831 -5.6618 -0.094
C -1.0575 -0.8985 -4.3696 -0.136
C 0.7289 -0.1391 -5.9190 -0.107
H 5.1428 -1.8742 -3.0441 0.082
H 3.8247 -2.9495 -2.5502 0.073
H 3.8638 -1.2869 -1.9616 0.058
H 4.6193 -2.5529 -5.3377 0.076
H 3.1287 -2.0640 -6.1457 0.059
H 3.1125 -3.4082 -4.9933 0.070
H 4.8983 -0.1293 -4.6576 0.076
H 3.6973 0.6374 -3.5975 0.072
H 3.3272 0.3673 -5.2987 0.056
H 1.6482 -3.6833 -3.1715 0.084
H 0.0380 -3.0343 -2.7848 0.090
H 2.1548 -1.9948 2.8232 0.045
H 0.5077 -1.4647 2.6083 0.074
H 4.6673 -0.3343 4.2171 0.062
H 5.7650 -0.7916 2.9145 0.083
H 4.3301 -1.7620 3.2041 0.072
H 4.5255 2.0146 3.1983 0.074
H 4.3409 2.1912 1.4576 0.060
H 5.7587 1.3615 2.0995 0.080
H 3.8772 -1.5001 0.7535 0.075
H 5.2932 -0.4540 0.5885 0.087
H 3.6921 0.0882 0.0188 0.042
H 2.6302 2.0566 4.6358 0.040
H 3.3719 0.8407 5.6790 0.070
H 1.7912 1.5088 6.0912 0.082
H -0.2400 1.0491 4.2930 0.068
H 0.0229 0.0983 5.7640 0.079
H -0.3108 -0.7189 4.2473 0.069
H 3.1756 -1.5422 4.9903 0.050
H 1.5133 -2.1023 4.7639 0.075
H 1.9450 -1.1714 6.1865 0.083
H 2.4169 -3.9740 2.8507 0.091
H 3.1816 -6.2290 2.2066 0.080
H 3.1014 -6.9607 -0.1437 0.082
H 2.2607 -5.4340 -1.9092 0.096
H -0.1020 -3.3772 -4.9894 0.077
H 1.1578 -2.8891 -6.1350 0.050
H -0.5316 -2.4923 -6.4485 0.079
H -1.3998 -1.5949 -3.5991 0.052
H -1.7733 -0.9169 -5.2023 0.081
H -1.0643 0.0941 -3.9192 0.028
H -0.0630 -0.0288 -6.6684 0.080
H 1.6548 -0.3709 -6.4496 0.055
H 0.8446 0.8241 -5.4135 0.071
C -3.8838 1.5810 -2.4031 -0.061
C -3.9234 2.7273 -3.4050 -0.219
N -2.6053 2.9993 -3.9659 -0.132
C -2.2801 2.3461 -5.2212 -0.286
C -2.5550 3.2506 -6.4154 -0.088
C -1.6847 3.6888 -3.2451 -0.826
S -0.0698 3.7982 -3.7350 0.517
N -2.1884 4.3667 -2.1813 0.066
C -1.8408 4.1299 -0.9360 -0.505
O -1.2404 3.1381 -0.4749 -0.098
C -2.3037 5.1776 0.0623 -0.119
C -1.9763 5.0097 1.4036 -0.028
C -2.3697 5.9477 2.3485 -0.099
C -3.1017 7.0628 1.9615 -0.126
C -3.4329 7.2346 0.6224 -0.111
C -3.0332 6.2984 -0.3209 -0.041
H -4.8795 1.3812 -1.9981 0.073
H -3.2132 1.8351 -1.5815 0.057
H -3.5081 0.6617 -2.8587 0.074
H -4.2919 3.6353 -2.9288 0.104
H -4.5874 2.4916 -4.2419 0.106
H -2.8687 1.4282 -5.2835 0.108
H -1.2293 2.0677 -5.2014 0.037
H -3.6025 3.5628 -6.4404 0.063
H -2.3266 2.7350 -7.3521 0.063
H -1.9273 4.1398 -6.3449 0.059
H -1.4084 4.1289 1.6781 0.097
H -2.1040 5.8075 3.3905 0.090
H -3.4123 7.7951 2.6984 0.085
H -4.0020 8.1046 0.3138 0.087
H -3.2694 6.4161 -1.3706 0.101
N -1.0053 0.5377 0.6529 -0.121
C -2.2210 -0.2718 0.4058 -0.267
C -2.0409 -1.7518 0.7269 -0.116
C -1.7892 -2.7208 -0.4729 -0.734
O -1.2523 -3.8066 -0.1630 -0.056
O -2.1974 -2.3530 -1.5998 -0.080
H -0.6590 0.4015 1.5982 0.053
H -1.2203 1.5315 0.5536 0.024
H -2.4632 -0.1925 -0.6548 0.072
H -3.0546 0.1491 0.9830 0.104
H -2.9575 -2.1309 1.1917 0.103
H -1.2459 -1.9101 1.4598 0.081
C 0.8940 3.7730 3.4745 -0.133
O 0.6057 2.4590 3.0607 -0.262
C 1.6431 1.8893 2.2668 -0.516
C 1.9751 2.7046 1.0490 -0.169
H 0.2266 4.0039 4.3089 0.086
H 0.7204 4.4996 2.6746 0.076
H 1.9358 3.8706 3.8047 0.081
H 1.0738 2.9741 0.4858 0.046
H 2.5948 2.1480 0.3500 0.007
H 2.5003 3.6316 1.3208 0.069
```

Values from the calculation:
- HOMO energy (Ha) = -0.013
- lowest unoccupied orbital energy (eV) = 3.999
- Kohn-Sham gap (eV) = 4.350
- charge = -2
- maximum force (eV/A) = 0.55
- electronic energy (hartree) = -3538.164416

Record 4
Below is a molecular structure, C30H25BaN6O2, with properties calculated with ωB97M-V with the def2-TZVPD basis set.

```
64
Properties=species:S:1:pos:R:3:nbo_charge:R:1
Ba -0.8646 -0.0320 -0.2658 1.825
O 0.5822 3.2327 -3.3561 -0.695
C 0.2194 2.1496 -2.8789 0.592
N 0.7727 1.4043 -1.9177 -0.789
C 2.0971 1.6888 -1.5015 0.085
C 3.0452 2.2102 -2.3914 -0.238
C 4.3898 2.2869 -2.0723 -0.253
C 4.8200 1.8424 -0.8316 -0.251
C 3.8986 1.3516 0.0776 -0.267
C 2.5286 1.2682 -0.2175 0.208
N 1.6046 0.6598 0.6555 -0.791
C 1.8618 0.6552 1.9642 0.587
O 2.7298 1.2623 2.6098 -0.704
C 0.9670 -0.2641 2.8022 0.159
C 1.1856 -0.2993 4.1781 -0.226
C 0.4554 -1.1739 4.9578 -0.170
C -0.4821 -1.9968 4.3491 -0.274
C -0.6513 -1.8817 2.9831 0.054
N 0.0523 -1.0448 2.2222 -0.507
C -1.0503 1.5533 -3.4925 0.149
C -1.6017 2.1909 -4.6025 -0.229
C -2.7217 1.6488 -5.2000 -0.172
C -3.2782 0.4923 -4.6688 -0.272
C -2.6815 -0.0627 -3.5526 0.044
N -1.5879 0.4448 -2.9828 -0.497
H 2.7043 2.5473 -3.3580 0.229
H 5.0913 2.6905 -2.7932 0.194
H 5.8683 1.8878 -0.5592 0.194
H 4.2298 1.0280 1.0513 0.233
H 1.9367 0.3630 4.5822 0.251
H 0.6124 -1.2174 6.0289 0.206
H -1.0805 -2.6967 4.9168 0.211
H -1.3950 -2.4851 2.4718 0.187
H -1.1248 3.0933 -4.9554 0.250
H -3.1635 2.1221 -6.0686 0.207
H -4.1607 0.0385 -5.0990 0.212
H -3.1011 -0.9428 -3.0782 0.198
C -3.9190 0.1619 -0.2461 -0.845
C -3.5335 0.6166 1.0247 -0.060
C -2.7937 1.8272 1.2155 -0.418
C -2.2469 2.1817 2.4409 -0.123
C -2.4090 1.3842 3.5659 -0.374
C -3.1601 0.2129 3.4231 -0.175
C -3.6951 -0.1662 2.2128 -0.315
H -3.9665 0.8768 -1.0633 0.189
H -4.5988 -0.6817 -0.3148 0.188
H -2.6760 2.5013 0.3686 0.203
H -1.6790 3.1032 2.5121 0.199
H -1.9691 1.6567 4.5155 0.203
H -3.3163 -0.4257 4.2870 0.193
H -4.2652 -1.0880 2.1431 0.192
N 2.1936 -1.3277 -2.0346 -0.790
C 1.7940 -2.2678 -1.1316 0.409
C 2.7415 -2.9726 -0.3608 -0.288
C 2.3094 -3.9539 0.4888 -0.143
C 0.9467 -4.2455 0.5714 -0.325
C 0.0922 -3.4925 -0.1982 0.050
N 0.4799 -2.5160 -1.0328 -0.561
H 3.0757 -0.8791 -1.8299 0.401
H 1.4919 -0.6422 -2.3046 0.420
H 3.7883 -2.7113 -0.4421 0.218
H 3.0234 -4.4944 1.0978 0.211
H 0.5640 -5.0113 1.2307 0.215
H -0.9802 -3.6615 -0.1462 0.185
```

Values from the calculation:
- HOMO energy (Ha) = -0.124
- lowest unoccupied orbital energy (eV) = 2.189
- Kohn-Sham gap (eV) = 5.568
- charge = -1
- maximum force (eV/A) = 0.21
- electronic energy (hartree) = -1662.913924

Record 5
Below is H5N4PS in the gas phase, with properties calculated with ωB97M-V with the def2-TZVPD basis set.

```
11
Properties=species:S:1:pos:R:3:nbo_charge:R:1
N -1.0333 0.7213 2.1257 -0.236
N -1.7890 1.2962 1.4418 -0.107
N 0.0514 0.8777 -1.0309 -1.221
N 1.1676 -1.5326 -1.1253 -1.190
P -0.1734 -0.6896 -0.5403 1.033
S 0.4316 -0.4555 1.4764 -0.249
H -0.7585 0.7986 3.0760 0.364
H 0.3624 1.5548 -0.3008 0.406
H -0.6065 1.3673 -1.7498 0.415
H 1.0542 -2.5450 -1.2074 0.389
H 1.2934 -1.3932 -2.1654 0.394
```

Values from the calculation:
- HOMO energy (Ha) = -0.288
- lowest unoccupied orbital energy (eV) = 0.140
- Kohn-Sham gap (eV) = 7.976
- maximum force (eV/A) = 3.46
- electronic energy (hartree) = -961.482784